ORCA calculation (ωB97M-V/def2-TZVPD) on a 7-piece molecular cluster, C74H168F6N3O6P4S2 overall in a non-equilibrium geometry.

2S+1: 1
Energy, eV: -171303.3107
HOMO level, eV: -17.44
Charge: +5

Each line ends with the Löwdin charge.
Geometry (Å):
C -18.94620 -1.16165 18.21340  -0.668
F -18.78133 -2.35640 18.67375  0.161
F -20.02428 -1.05085 17.38518  0.100
F -19.18094 -0.30784 19.17804  0.148
S -17.31539 -0.65488 17.27578  0.729
O -17.37158 0.73740 16.87816  -0.324
O -16.21812 -0.91547 18.23444  -0.308
N -17.42218 -1.83508 15.95401  -0.292
S -17.39278 -0.93968 14.73959  0.570
O -18.58614 -0.05055 14.54048  -0.365
O -16.07326 -0.29796 14.48281  -0.314
C -17.63408 -2.21101 13.27751  -0.587
F -18.31700 -1.64745 12.30762  0.143
F -16.40450 -2.55599 12.84861  0.126
F -18.43763 -3.24528 13.68972  0.085
C -30.08234 5.59483 16.06726  -0.082
C -29.33012 5.67435 14.72584  -0.255
C -28.64171 4.39849 14.33114  -0.227
C -27.16417 4.33283 14.95897  -0.227
P -26.58016 2.59042 15.33795  1.043
C -26.48836 1.59864 13.83170  -0.267
C -27.85815 1.33478 13.17691  -0.212
C -27.80150 0.27143 12.02246  -0.254
C -29.05395 -0.54382 11.90077  -0.113
C -24.87870 2.77259 16.18032  -0.227
C -24.44569 1.52120 17.02159  -0.231
C -22.92251 1.66649 17.38941  -0.240
C -22.57568 0.63618 18.53972  -0.087
C -27.80971 1.99878 16.53586  -0.245
C -28.11663 2.98797 17.73240  -0.239
C -29.37941 2.64486 18.43566  -0.275
C -29.87383 3.50713 19.63178  -0.081
H -30.56536 4.64625 16.30174  0.068
H -30.94310 6.26306 16.04177  0.086
H -29.38318 5.79798 16.87844  0.066
H -28.58761 6.47174 14.75649  0.112
H -29.97881 5.98801 13.90796  0.118
H -28.48388 4.44681 13.25372  0.106
H -29.25111 3.53776 14.60662  0.095
H -27.03095 5.07040 15.75038  0.090
H -26.43192 4.69292 14.23631  0.087
H -25.92141 0.70456 14.09114  0.091
H -25.78912 2.11371 13.17302  0.104
H -28.21006 2.29103 12.78980  0.095
H -28.66872 1.00944 13.82900  0.102
H -26.89648 -0.33340 12.07927  0.101
H -27.70088 0.70970 11.02953  0.111
H -29.31732 -0.99962 12.85522  0.075
H -28.81885 -1.39885 11.26693  0.084
H -29.94422 -0.04871 11.51298  0.091
H -24.79552 3.68433 16.77185  0.097
H -24.19407 2.89081 15.34043  0.074
H -24.43565 0.58813 16.45823  0.097
H -25.07375 1.34303 17.89446  0.104
H -22.78061 2.67158 17.78659  0.099
H -22.24939 1.53684 16.54194  0.075
H -23.24075 0.80206 19.38723  0.076
H -21.54852 0.52411 18.88681  0.041
H -22.72154 -0.33503 18.06688  0.049
H -27.57649 0.98562 16.86328  0.101
H -28.68264 1.94640 15.88520  0.073
H -28.15865 4.01659 17.37423  0.076
H -27.34421 3.06252 18.49785  0.116
H -29.20595 1.67221 18.89605  0.110
H -30.24840 2.57625 17.78125  0.112
H -30.74616 2.94695 19.96845  0.079
H -30.24319 4.49434 19.35413  0.070
H -29.25012 3.64565 20.51491  0.074
C -21.49010 6.55500 7.93500  -0.132
C -20.76819 5.37246 7.39893  -0.258
C -20.09689 4.51777 8.49851  -0.247
C -21.09751 3.78951 9.39619  -0.249
P -20.26578 2.72497 10.60908  1.011
C -19.37590 1.41279 9.76441  -0.270
C -20.15638 0.36950 8.88085  -0.223
C -19.37562 -0.92428 8.61144  -0.244
C -20.20621 -1.85549 7.68081  -0.082
C -21.46827 1.79538 11.66215  -0.266
C -20.99309 0.87424 12.80206  -0.197
C -22.18369 0.24893 13.70125  -0.210
C -21.61925 -0.79577 14.67408  -0.111
C -19.26418 3.66373 11.73865  -0.246
C -17.74627 3.29224 11.73389  -0.228
C -17.00775 4.11028 12.73078  -0.285
C -17.10222 3.71667 14.18477  -0.081
H -20.84958 7.30535 8.39846  0.086
H -22.43508 6.42342 8.46206  0.073
H -21.96107 7.08847 7.10935  0.083
H -20.04109 5.78134 6.69733  0.123
H -21.46480 4.79459 6.79155  0.120
H -19.31618 5.05197 9.04001  0.110
H -19.54102 3.86205 7.82832  0.107
H -21.82033 3.31367 8.73346  0.118
H -21.58028 4.52956 10.03443  0.097
H -18.68306 0.97171 10.48102  0.087
H -18.65934 1.87755 9.08717  0.098
H -20.29722 0.84076 7.90814  0.115
H -21.12505 0.21156 9.35501  0.091
H -19.28892 -1.42970 9.57328  0.091
H -18.38041 -0.70892 8.22249  0.119
H -19.90199 -2.83474 8.05043  0.073
H -19.99301 -1.62636 6.63671  0.083
H -21.27839 -1.82812 7.87521  0.072
H -22.05231 1.22771 10.93776  0.081
H -22.16345 2.55431 12.02110  0.089
H -20.30893 1.44262 13.43211  0.082
H -20.39062 0.03666 12.45050  0.095
H -22.98262 -0.17117 13.09025  0.100
H -22.65968 1.07215 14.23401  0.071
H -21.11779 -1.66818 14.25509  0.082
H -22.36497 -1.14431 15.38858  0.060
H -20.90846 -0.22771 15.27423  0.036
H -19.70445 3.65132 12.73569  0.094
H -19.26635 4.67901 11.34203  0.096
H -17.33898 3.47257 10.73906  0.123
H -17.58730 2.24939 12.00831  0.111
H -17.15782 5.17742 12.56711  0.119
H -15.95181 4.01392 12.47819  0.121
H -16.82299 2.66428 14.23585  0.080
H -18.13457 3.78434 14.52794  0.054
H -16.48155 4.38906 14.77703  0.077
C -21.19095 -6.60326 15.17619  -0.056
C -20.79426 -5.94360 16.57419  -0.249
C -19.31679 -5.98742 16.90458  -0.226
C -18.35871 -5.10978 16.02371  -0.243
P -16.57208 -5.12442 16.55260  1.077
C -16.11694 -4.32625 18.16677  -0.197
C -16.90022 -5.02521 19.44509  -0.205
C -16.49677 -4.51708 20.85141  -0.206
C -16.81831 -2.94930 21.17845  -0.072
C -15.52450 -4.38051 15.19913  -0.259
C -14.02650 -4.77072 15.24893  -0.215
C -13.12595 -4.02437 14.21160  -0.224
C -13.36439 -2.50734 14.26784  -0.107
C -16.05842 -6.93498 16.72580  -0.260
C -16.24359 -7.83251 15.44382  -0.207
C -16.23002 -9.39973 15.72411  -0.234
C -14.97329 -9.86854 16.44817  -0.104
H -22.24283 -6.70124 14.90778  0.062
H -20.86668 -7.64361 15.15149  0.073
H -20.61767 -6.19138 14.34565  0.064
H -21.30011 -6.32300 17.46204  0.083
H -21.26242 -4.96484 16.67887  0.086
H -18.96921 -7.01781 16.82986  0.108
H -19.22889 -5.60945 17.92316  0.078
H -18.62789 -4.05897 16.13065  0.056
H -18.36329 -5.36472 14.96395  0.081
H -16.39551 -3.28514 18.00367  0.027
H -15.02906 -4.34475 18.23213  0.096
H -16.82725 -6.11236 19.47474  0.099
H -17.95654 -4.77447 19.34798  0.062
H -15.42848 -4.69663 20.97232  0.106
H -17.10761 -5.14183 21.50306  0.100
H -16.12420 -2.28995 20.65732  0.050
H -16.60402 -2.78429 22.23436  0.061
H -17.87447 -2.78149 20.96761  0.043
H -15.69450 -3.31109 15.32378  0.043
H -15.96620 -4.70660 14.25750  0.098
H -14.01173 -5.82905 14.98852  0.094
H -13.49193 -4.56146 16.17551  0.110
H -13.30401 -4.41172 13.20843  0.108
H -12.05899 -4.16564 14.38407  0.112
H -12.67304 -1.85485 13.73456  0.080
H -13.13442 -2.18989 15.28492  0.079
H -14.34694 -2.18342 13.92466  0.033
H -16.71626 -7.41696 17.44901  0.078
H -15.06113 -6.93365 17.16571  0.089
H -15.44640 -7.65545 14.72186  0.100
H -17.21039 -7.55633 15.02296  0.086
H -16.25222 -9.97658 14.79953  0.110
H -17.13728 -9.66033 16.26915  0.099
H -15.20240 -10.83828 16.89000  0.080
H -14.69997 -9.23455 17.29165  0.061
H -14.12299 -10.01504 15.78212  0.084
C -13.15869 7.75383 23.64206  -0.088
C -12.02587 6.74892 23.22099  -0.223
C -12.05452 5.40907 24.01663  -0.236
C -13.01806 4.34270 23.47298  -0.268
P -13.68947 3.24658 24.75275  1.039
C -14.31888 4.01949 26.24920  -0.340
C -15.45425 4.86382 26.01651  -0.259
C -15.76249 5.56057 27.40846  -0.205
C -17.17122 6.23864 27.43838  -0.087
C -15.02797 2.23596 23.85345  -0.234
C -14.48191 1.62618 22.54999  -0.258
C -15.47831 0.62377 21.94242  -0.226
C -16.84117 1.25216 21.47552  -0.080
C -12.31067 2.12585 25.19371  -0.229
C -11.35951 2.66362 26.40309  -0.210
C -10.51238 1.51283 26.97353  -0.250
C -11.37895 0.64562 27.92547  -0.089
H -13.09030 8.74852 23.20158  0.075
H -13.20213 7.84284 24.72755  0.070
H -14.13975 7.38061 23.34825  0.046
H -11.02550 7.13196 23.42258  0.109
H -11.98161 6.64446 22.13691  0.102
H -12.03531 5.62064 25.08573  0.106
H -11.06336 4.97496 23.88524  0.109
H -12.44571 3.71499 22.78998  0.100
H -13.90676 4.71329 22.96212  0.086
H -13.43995 4.59288 26.54382  0.095
H -14.47592 3.22896 26.98302  0.129
H -16.23511 4.13675 25.79352  0.112
H -15.22049 5.56285 25.21350  0.115
H -14.97529 6.27598 27.64638  0.110
H -15.73858 4.90643 28.28003  0.109
H -17.09586 7.32600 27.44677  0.074
H -17.73486 5.90127 28.30820  0.074
H -17.74825 5.93224 26.56587  0.059
H -15.83401 2.94617 23.66904  0.074
H -15.37808 1.47142 24.54700  0.104
H -13.50117 1.18294 22.72253  0.105
H -14.21216 2.38188 21.81225  0.095
H -15.61231 -0.12943 22.71884  0.103
H -15.03507 0.23258 21.02666  0.105
H -17.56733 0.44036 21.43338  0.061
H -16.63705 1.64174 20.47819  0.051
H -17.25472 2.07405 22.05995  0.060
H -11.79075 1.89437 24.26409  0.090
H -12.73195 1.16045 25.47410  0.084
H -11.82906 3.15064 27.25774  0.103
H -10.68711 3.41472 25.98857  0.096
H -9.67346 1.99826 27.47220  0.117
H -10.11399 0.86513 26.19259  0.107
H -10.85708 -0.30368 27.80474  0.076
H -12.42028 0.52115 27.62840  0.060
H -11.32035 1.00438 28.95307  0.082
C -15.58965 4.62780 19.23626  -0.037
C -16.75106 4.93502 18.28256  -0.242
C -17.60968 3.65633 17.91000  -0.162
O -18.77936 4.00248 17.16905  -0.185
C -19.66265 2.93153 16.81242  -0.086
N -17.57182 6.02326 18.99927  0.242
H -17.22865 6.95154 18.79768  0.173
H -18.51879 5.97498 18.65139  0.156
H -17.63261 5.94152 20.00412  0.165
H -14.89329 3.90209 18.81610  0.104
H -15.83497 4.37953 20.26887  0.077
H -15.02338 5.55780 19.28660  0.090
H -16.40550 5.38550 17.35209  0.152
H -17.94881 3.19862 18.83930  0.121
H -16.97283 2.88407 17.47855  0.115
H -19.20903 2.20990 16.13303  0.066
H -20.52984 3.28262 16.25312  0.087
H -20.02753 2.34929 17.65856  0.082
C -21.58957 -3.49666 19.80051  0.001
C -23.08496 -3.82487 20.14789  -0.245
C -23.94976 -4.29989 18.89198  -0.167
O -23.36335 -5.37534 18.23041  -0.205
C -24.18035 -5.87940 17.28993  -0.128
N -23.17943 -4.95603 21.11629  0.228
H -22.88186 -5.69834 20.49943  0.162
H -22.59932 -4.76187 21.91996  0.174
H -24.07858 -5.15963 21.52882  0.180
H -21.18568 -4.19189 19.06457  0.072
H -20.92439 -3.33777 20.64927  0.091
H -21.70012 -2.58154 19.21876  0.073
H -23.60533 -3.05034 20.71130  0.153
H -24.06770 -3.51699 18.14281  0.137
H -24.96205 -4.48319 19.25220  0.134
H -24.15102 -5.24451 16.40441  0.111
H -25.19425 -6.11123 17.61605  0.109
H -23.81734 -6.88578 17.08131  0.110